No. 1
Formula: C57H53BrCdFN6O8STe
Source: the OMol25 dataset
Level of theory: ωB97M-V with the def2-TZVPD basis set

Each line ends with the Löwdin charge.
Cartesian coordinates (Å):
Cd: -2.05516 0.82067 -0.41833  1.4453
C: -7.01297 1.84158 2.00961  -0.0946
C: -6.31893 1.66930 0.65577  -0.2058
C: -6.26137 0.23242 0.20690  -0.1818
C: -7.38188 -0.32173 -0.39414  -0.0636
C: -7.37724 -1.61331 -0.88626  -0.0980
C: -6.22382 -2.36861 -0.78274  -0.0512
C: -5.08276 -1.85295 -0.19146  -0.1780
C: -3.87444 -2.72724 -0.01733  -0.2042
C: -4.01429 -3.54173 1.27382  -0.0777
C: -5.09056 -0.54164 0.31107  -0.2063
N: -3.91984 0.01200 0.80053  0.0306
C: -3.76148 0.37163 2.02154  -0.1032
C: -2.64647 1.13561 2.43173  -0.3531
C: -2.29693 1.61445 3.70335  -0.0737
C: -1.15584 2.38123 3.52549  -0.1226
C: -0.85863 2.33347 2.16169  -0.1868
N: -1.74642 1.59067 1.50870  -0.0539
H: -7.08206 2.89822 2.26521  0.0652
H: -6.46303 1.33807 2.80136  0.0564
H: -8.02120 1.42835 1.98112  0.0654
H: -5.31082 2.08510 0.69536  0.1030
H: -6.87902 2.23719 -0.09212  0.1112
H: -8.27584 0.28053 -0.49181  0.1056
H: -8.25980 -2.02393 -1.35724  0.0904
H: -6.19314 -3.37482 -1.17953  0.1111
H: -2.97097 -2.11482 0.04171  0.0724
H: -3.77585 -3.39810 -0.87549  0.1028
H: -4.12600 -2.87093 2.12466  0.0659
H: -3.13128 -4.15695 1.43525  0.0697
H: -4.89230 -4.18968 1.23172  0.0670
H: -4.49603 0.09661 2.79304  0.1374
H: -2.82105 1.42726 4.62294  0.0893
H: -0.60924 2.90656 4.28725  0.0685
H: -0.04659 2.82070 1.64242  0.0871
C: 3.41715 6.20134 0.45078  -0.0667
C: 3.52778 5.33413 -0.80427  -0.2083
N: 2.68776 4.16346 -0.74241  -0.0445
C: 1.40030 4.27900 -1.21950  0.0304
C: 0.52028 3.26145 -1.28618  -0.0153
C: -0.91309 3.56589 -1.83129  -0.6541
O: -0.97797 4.51334 -2.61304  -0.0051
O: -1.83462 2.86251 -1.38467  -0.0864
C: 0.91786 1.94696 -0.85670  -0.3030
O: 0.21740 0.92011 -1.04942  -0.2750
C: 2.21456 1.86816 -0.20571  -0.0407
C: 2.59903 0.69004 0.44869  0.1038
C: 3.84316 0.57372 1.01702  -0.1772
F: 4.17476 -0.60040 1.62177  0.0530
C: 4.75022 1.62774 1.00661  -0.1299
C: 4.33126 2.84227 0.44580  0.0337
C: 3.08744 2.98122 -0.16879  -0.1265
N: 6.07850 1.59196 1.55502  -0.1165
C: 7.15911 2.03270 0.68394  -0.1237
C: 8.19851 2.72374 1.59850  -0.0848
N: 7.91546 2.21535 2.96441  0.0234
C: 7.84164 0.73359 2.95136  -0.0820
C: 6.50367 0.39434 2.25891  -0.1330
H: 4.07045 7.06777 0.36793  0.0700
H: 3.68257 5.63679 1.34174  0.0665
H: 2.39497 6.55016 0.56804  0.0797
H: 4.56715 5.03675 -0.97137  0.1084
H: 3.21193 5.92439 -1.66792  0.1240
H: 1.11105 5.25228 -1.58758  0.1393
H: 1.91451 -0.14302 0.50054  0.1045
H: 4.99647 3.68930 0.50789  0.0933
H: 6.78458 2.72575 -0.06547  0.1236
H: 7.61893 1.18979 0.15072  0.1349
H: 8.07370 3.80885 1.60165  0.1341
H: 9.22447 2.48834 1.31223  0.1325
H: 6.91954 2.49564 3.11045  0.1890
H: 8.55141 2.58884 3.67163  0.1866
H: 7.87360 0.35089 3.97101  0.1352
H: 8.69882 0.33787 2.40607  0.1332
H: 5.74919 0.13893 2.99941  0.1365
H: 6.62955 -0.47136 1.59796  0.1387
O: -4.29391 1.33581 -1.68563  0.0183
C: -3.86075 0.44340 -2.39978  -0.5631
N: -2.69689 -0.18309 -2.21522  -0.1698
S: -2.38290 -1.29075 -3.34969  0.5416
O: -2.22343 -2.61359 -2.78974  -0.3688
O: -1.35703 -0.90466 -4.28803  -0.3663
C: -3.95745 -1.10535 -4.22950  -0.1740
C: -4.46262 -1.63786 -5.39631  -0.0422
C: -5.66687 -1.14008 -5.88062  -0.0867
C: -6.35098 -0.13979 -5.20528  -0.0794
C: -5.82398 0.41024 -4.04776  0.0016
C: -4.61374 -0.07470 -3.58238  -0.1273
H: -3.92340 -2.40715 -5.92696  0.1137
H: -6.06697 -1.52689 -6.80628  0.0958
H: -7.29252 0.22146 -5.59566  0.0971
H: -6.31141 1.21003 -3.51196  0.1196
Br: -2.71101 -2.24416 6.33480  0.6612
C: -1.12558 -2.40099 5.26744  -0.6649
C: 0.01240 -2.91231 5.86780  -0.1618
C: 1.16784 -3.01858 5.11196  -0.1005
C: 1.16196 -2.64044 3.78141  -0.0370
C: 0.00758 -2.14390 3.18689  -0.0945
C: -1.14896 -2.01335 3.94414  -0.0656
C: 0.02166 -1.76565 1.68561  -0.6620
O: 1.08023 -2.04718 1.08907  -0.1315
O: -0.99983 -1.25100 1.21227  -0.1104
H: -0.00846 -3.21770 6.90464  0.0855
H: 2.06994 -3.40467 5.57058  0.0913
H: 2.05385 -2.72845 3.18020  0.1023
H: -2.02986 -1.60430 3.47403  0.0951
Te: 0.19320 -1.46593 -1.68596  1.6539
C: 0.59774 -3.49489 -2.29713  -0.4418
C: 0.86870 -4.46607 -1.34096  -0.1317
C: 1.10604 -5.77712 -1.71738  -0.1077
C: 1.06040 -6.12793 -3.05598  -0.1237
C: 0.77240 -5.16982 -4.01355  -0.1062
C: 0.54244 -3.85984 -3.63370  -0.1325
C: 2.31574 -1.14190 -1.86483  -0.4160
C: 2.71463 -0.05809 -2.64399  -0.1445
C: 4.04498 0.28987 -2.78616  -0.1026
C: 5.01963 -0.46362 -2.15228  -0.1322
C: 4.64268 -1.55982 -1.39390  -0.1173
C: 3.30829 -1.90256 -1.25901  -0.1153
H: 0.89312 -4.17516 -0.29906  0.0846
H: 1.32556 -6.52933 -0.96929  0.0911
H: 1.23454 -7.15267 -3.35602  0.0859
H: 0.72964 -5.44625 -5.05902  0.0908
H: 0.30153 -3.10184 -4.36532  0.0893
H: 1.94934 0.52546 -3.13731  0.1019
H: 4.32821 1.14878 -3.38170  0.0955
H: 6.06632 -0.20170 -2.25368  0.0802
H: 5.39887 -2.14766 -0.88570  0.0928
H: 3.01931 -2.74203 -0.64968  0.0963

energy above the lowest of the compared OMol25 structures with the same formula, charge and spin = 39.5 kcal/mol
LUMO level = -0.3 eV
E_HOMO = -2.95 eV
E_tot = -6642.17893 Eh
orbital gap = 2.7 eV
total charge = -1
maximum force = 2.8 eV/Å



No. 2
Formula: C45H36FeN8O7S2
Source: the OMol25 dataset
Level of theory: ωB97M-V with the def2-TZVPD basis set

Each line ends with the Löwdin spin population.
Cartesian coordinates (Å):
Fe: -0.05431 0.62453 -0.22662  3.7388
C: -2.03466 -2.22842 -3.88171  0.0000
O: -0.76974 -2.58395 -4.42928  0.0000
C: 0.31260 -2.76886 -3.60135  0.0006
C: 1.13979 -3.82501 -3.95978  0.0007
C: 2.25305 -4.12471 -3.19726  0.0000
C: 2.51822 -3.37517 -2.06553  0.0007
C: 1.71867 -2.29217 -1.68813  0.0005
C: 2.18812 -1.61932 -0.46189  0.0092
N: 1.68196 -0.62908 0.15550  0.0319
N: 2.41183 -0.23831 1.26666  0.0016
C: 1.89262 0.83676 1.83325  0.0014
O: 0.87673 1.49391 1.50068  0.0370
C: 2.63723 1.31887 3.05728  0.0017
C: 3.64775 0.57649 3.66092  0.0001
C: 4.29086 1.05923 4.79173  0.0001
C: 3.93344 2.29153 5.32580  -0.0003
C: 2.92772 3.03588 4.72335  0.0001
C: 2.27988 2.55093 3.59558  0.0000
C: 0.61060 -1.95678 -2.49110  0.0018
O: -0.18294 -0.88961 -2.26175  0.0201
H: -2.76572 -2.51730 -4.63815  0.0000
H: -2.11918 -1.16536 -3.67050  0.0000
H: -2.22893 -2.77604 -2.95718  0.0000
H: 0.87701 -4.39896 -4.83989  0.0001
H: 2.90063 -4.94808 -3.47260  0.0000
H: 3.37541 -3.61848 -1.44964  0.0002
H: 3.09987 -2.04889 -0.04677  0.0017
H: 3.91181 -0.37791 3.22566  0.0001
H: 5.07396 0.47244 5.25918  0.0000
H: 4.43765 2.67006 6.20826  0.0000
H: 2.64365 3.99832 5.13302  0.0000
H: 1.48971 3.10718 3.10733  0.0001
O: 1.16847 3.67306 -0.39156  -0.0008
S: -0.24233 3.93611 -0.46353  0.0051
O: -0.80911 4.81301 0.53804  0.0018
N: -1.04260 2.57202 -0.64371  0.0285
C: -2.41527 2.60663 -0.74502  0.0019
C: -3.24070 3.71484 -0.84541  0.0019
C: -4.63827 3.58650 -0.97258  0.0000
C: -5.25938 2.37031 -0.98843  0.0011
C: -4.46072 1.20553 -0.87350  0.0004
C: -5.00492 -0.09616 -0.82282  0.0010
C: -4.18466 -1.17935 -0.67457  0.0007
C: -2.79496 -0.96378 -0.59706  0.0038
N: -2.26979 0.22910 -0.66953  0.0222
C: -3.06013 1.31951 -0.77583  0.0018
C: -0.42267 4.79707 -2.02866  0.0014
C: -0.17957 6.16286 -2.07245  0.0004
C: -0.17328 6.82278 -3.29239  0.0001
C: -0.40647 6.11926 -4.46779  0.0001
C: -0.65283 4.75473 -4.41680  0.0000
C: -0.66028 4.09156 -3.19747  0.0002
H: -2.82349 4.70809 -0.78279  0.0001
H: -5.22813 4.49387 -1.04460  0.0000
H: -6.33634 2.27669 -1.06570  0.0001
H: -6.08223 -0.21415 -0.88187  0.0001
H: -4.57567 -2.18609 -0.60572  0.0002
H: -2.09931 -1.78482 -0.45692  0.0003
H: 0.00142 6.69512 -1.14719  0.0000
H: 0.02284 7.88802 -3.32879  0.0000
H: -0.38613 6.63349 -5.42154  0.0000
H: -0.82572 4.19593 -5.32880  0.0000
H: -0.83188 3.02550 -3.14417  0.0000
S: 2.63840 0.28793 -6.29254  0.0001
C: 2.04885 0.51669 -4.61361  0.0015
C: 2.93480 0.95932 -3.61687  0.0017
C: 2.35639 1.24198 -2.38763  0.0053
N: 1.07767 1.10299 -2.09711  0.0314
C: 0.22121 0.47740 -3.00544  0.0032
C: 0.72700 0.30183 -4.36847  0.0010
C: 2.85929 2.00566 -6.71559  0.0001
C: 1.76285 2.82320 -6.95905  0.0001
C: 1.97765 4.14947 -7.29644  0.0000
N: 3.18548 4.69922 -7.41729  0.0000
C: 4.22807 3.91008 -7.17333  0.0000
C: 4.12153 2.57278 -6.82054  0.0000
H: 3.98354 1.13064 -3.80627  0.0002
H: 2.96395 1.64373 -1.58036  0.0005
H: -0.78207 0.91665 -2.96933  0.0002
H: 0.05770 -0.01530 -5.15739  0.0002
H: 0.75965 2.42875 -6.86466  0.0000
H: 1.13157 4.80370 -7.48051  0.0000
H: 5.20780 4.37011 -7.25603  0.0000
H: 5.00491 1.98072 -6.62291  0.0000
C: 0.33032 -3.43731 3.86184  0.0003
N: -0.31147 -2.20886 3.45913  0.0008
C: -0.78681 -1.34337 4.40426  -0.0001
C: -1.41135 -0.20823 4.07093  0.0007
C: -1.53470 0.13539 2.64637  0.0018
O: -2.14987 1.14064 2.28851  0.0035
N: -0.92618 -0.69399 1.74709  0.0235
C: -0.45407 -1.90588 2.07874  0.0028
O: -0.13530 -2.77802 1.26392  0.0001
H: -0.35291 -4.07697 4.43092  0.0000
H: 1.21301 -3.23136 4.47437  0.0001
H: 0.63198 -3.95694 2.95693  0.0000
H: -0.62733 -1.64833 5.43319  0.0000
H: -1.79530 0.47574 4.81267  0.0001

energy above the lowest of the compared OMol25 structures with the same formula, charge and spin = 25.5 kcal/mol
LUMO level (alpha / beta) = 4.0 / 4.0 eV
2S+1 = 5
E_HOMO (alpha / beta) = -2.13 / -2.08 eV
E_tot = -4761.36207 Eh
orbital gap (alpha / beta) = 6.1 / 6.1 eV
total charge = -2
maximum force = 0.6 eV/Å



No. 3
Formula: C23H49FeN2OP3S
Source: the OMol25 dataset
Level of theory: ωB97M-V with the def2-TZVPD basis set

Each line ends with the Löwdin spin population.
Cartesian coordinates (Å):
Fe: 0.08749 -0.05736 -0.57639  2.7018
P: 1.64326 -0.86224 -2.04373  0.0028
P: 0.70213 2.09503 -0.91718  -0.0022
P: -0.93769 -2.11405 -0.50667  0.0261
H: -7.67298 4.67520 0.20604  0.0000
C: -7.81330 3.81945 0.87969  0.0010
C: -7.46120 3.89364 2.17132  0.0016
H: -7.01173 4.80844 2.58213  0.0001
C: 0.98506 -0.81894 -3.76532  0.0070
C: 3.28259 -0.06707 -2.27943  -0.0001
C: 2.24134 -2.60022 -1.92063  0.0033
C: -0.15431 3.33717 0.13653  0.0026
C: 2.40423 2.77213 -0.80593  0.0031
C: 0.13311 2.59152 -2.59192  0.0138
C: -2.47149 -2.24659 0.51608  0.0088
C: -0.13855 -3.65343 0.14884  0.0162
C: -1.56982 -2.70757 -2.13137  0.0095
H: -8.30249 2.93066 0.46280  0.0000
H: -7.65175 3.07029 2.87120  0.0000
H: 1.75509 -1.25345 -4.41719  0.0001
H: 0.78220 0.21162 -4.08149  0.0001
H: 0.06303 -1.40699 -3.84571  0.0002
H: 3.88978 -0.68336 -2.95766  -0.0005
H: 3.80783 0.00445 -1.31722  0.0005
H: 3.18131 0.93150 -2.71919  0.0001
H: 3.05575 -2.74647 -2.64333  0.0001
H: 1.45279 -3.33015 -2.13665  0.0001
H: 2.64058 -2.78425 -0.91378  0.0003
H: 0.25074 4.33912 -0.06141  -0.0016
H: 0.01702 3.07416 1.18700  0.0056
H: -1.23519 3.33318 -0.04642  0.0002
H: 2.58444 3.50072 -1.60876  -0.0002
H: 3.15850 1.98419 -0.87233  -0.0001
H: 2.52358 3.27214 0.16399  0.0001
H: 0.09389 3.68865 -2.58076  0.0012
H: -0.86863 2.18337 -2.78448  0.0029
H: 0.82117 2.24732 -3.37512  0.0003
H: -2.88803 -3.25662 0.41465  -0.0010
H: -3.22983 -1.51595 0.21476  0.0006
H: -2.22164 -2.06800 1.56862  0.0075
H: -0.63406 -4.53560 -0.28145  0.0013
H: -0.23406 -3.70343 1.24172  0.0006
H: 0.92410 -3.71138 -0.10009  0.0000
H: -2.32169 -3.48065 -1.91876  0.0002
H: -0.78465 -3.13009 -2.77187  0.0005
H: -2.04878 -1.87666 -2.66490  0.0030
C: -2.83801 1.31227 0.39286  0.0956
C: -3.35407 1.05354 -0.89140  0.0969
C: -4.48371 1.71766 -1.34469  0.0156
C: -5.14243 2.61702 -0.50439  0.1404
C: -4.66256 2.84857 0.78900  -0.0023
C: -3.53713 2.19467 1.25165  0.0831
S: -1.36763 0.63118 1.01357  0.5535
H: -1.26353 0.01053 -1.30260  0.1369
H: -2.87387 0.32842 -1.55152  0.0186
H: -4.85645 1.51807 -2.35307  -0.0009
H: -6.04815 3.11370 -0.83623  0.0062
H: -5.20852 3.51686 1.45604  -0.0020
H: -3.16252 2.32176 2.26634  0.0026
C: 4.64341 0.70447 1.39129  0.0478
N: 4.18854 -0.55886 1.92071  0.3858
C: 5.13922 -1.64405 1.95948  0.0441
C: 4.65643 -2.72297 2.89204  0.0112
C: 3.23501 -3.09139 2.56694  0.0356
N: 2.43198 -1.90583 2.66550  0.3408
C: 1.04751 -2.02025 3.02196  0.0509
C: 2.84045 -0.70416 2.14588  0.0146
O: 2.02555 0.21487 1.89824  -0.0344
H: 3.77365 1.36900 1.31634  0.0002
H: 5.11447 0.58296 0.39992  0.0214
H: 5.38591 1.17078 2.06007  0.0198
H: 5.29886 -2.05782 0.94348  0.0249
H: 6.10872 -1.25229 2.29920  0.0087
H: 4.69224 -2.34662 3.91999  -0.0007
H: 5.30879 -3.59989 2.83881  -0.0005
H: 2.85326 -3.81575 3.28826  0.0033
H: 3.15840 -3.53992 1.56495  0.0201
H: 0.84498 -3.05054 3.32068  0.0002
H: 0.83179 -1.36220 3.87342  0.0222
H: 0.39025 -1.70726 2.19904  0.0221

energy above the lowest of the compared OMol25 structures with the same formula, charge and spin = 0.0 kcal/mol
LUMO level (alpha / beta) = -9.0 / -12.5 eV
2S+1 = 6
E_HOMO (alpha / beta) = -15.36 / -15.36 eV
E_tot = -3775.41358 Eh
orbital gap (alpha / beta) = 6.3 / 2.8 eV
total charge = +3
maximum force = 2.8 eV/Å



Q: total charge of number 2 (C45H36FeN8O7S2)?
A: -2